Density functional theory data (wB97M-V/def2-TZVPD) for a molecular structure, C4H9FN3 at a distorted geometry.

Geometry as XYZ:
```
17
Properties=species:S:1:pos:R:3:lowdin_charge:R:1
C -0.806 0.075 0.547 -0.350
C 1.360 0.522 0.254 -0.165
C -2.233 0.318 0.418 -0.041
C 2.167 -1.751 -0.019 0.144
N -0.047 -1.095 0.473 0.109
N 1.259 -0.850 0.266 -0.100
N 0.069 1.046 0.389 0.130
F 2.447 1.185 -0.103 0.204
H 0.012 1.681 -2.056 0.078
H -2.977 -0.270 1.041 0.106
H -2.643 0.042 -0.597 0.096
H -2.541 1.397 0.566 0.109
H -0.547 2.050 -1.625 0.062
H 3.231 -1.495 -0.247 0.126
H 1.748 -2.828 0.031 0.136
H -0.346 -2.046 0.169 0.191
H -0.153 2.020 0.492 0.162
```

The energy above the lowest of the compared OMol25 structures with the same formula, charge and spin is 108.9 kJ/mol. The total charge is +1. The spin multiplicity is 3. Its calculated total energy is -421.45630 Ha. For the lowest unoccupied orbital energy (spin up / spin down), the calculation gives -0.13967 / -0.20714 Ha. As for the frontier orbital gap (spin up / spin down): 5.8865 / 9.5632 eV. The expectation value of S² is 2.01.